Below is a molecular structure, C4H8O2, with properties calculated with ωB97M-V with the def2-TZVPD basis set.

Orbital gap, eV: 10.055
LUMO, Ha: 0.031
Multiplicity: 1
Relative energy (zero: lowest compared OMol25 entry of this formula, charge and spin), kJ/mol: 400.3

Last column: natural (NBO) charge in e.
Atoms and positions in Å:
C: 1.13 0.13 -0.48  -0.46
C: 0.02 -0.56 0.24  0.18
O: 0.06 -0.76 1.61  -0.68
C: -0.80 -1.34 -0.78  -0.09
O: -1.04 -0.14 -1.55  -0.52
C: -0.29 0.63 -0.62  0.06
H: 0.97 2.44 1.12  0.00
H: 1.64 -0.34 -1.32  0.22
H: 1.76 0.71 0.18  0.23
H: -0.78 -0.47 1.98  0.48
H: -1.73 -1.77 -0.39  0.18
H: -0.26 -2.08 -1.38  0.18
H: 0.36 2.26 1.50  0.00
H: -0.60 1.65 -0.44  0.21

***

Below is C4H8O2 in the gas phase, with properties calculated with ωB97M-V with the def2-TZVPD basis set.

Orbital gap, eV: 8.979
LUMO, Ha: 0.032
Multiplicity: 1
Relative energy (zero: lowest compared OMol25 entry of this formula, charge and spin), kJ/mol: 168.0

Last column: natural (NBO) charge in e.
Atoms and positions in Å:
C: 0.63 -1.15 -1.92  -0.64
C: -0.02 -1.03 -0.57  -0.40
C: 0.06 0.04 0.22  0.59
O: 0.40 1.28 -0.23  -0.69
O: -0.16 -0.04 1.54  -0.50
C: -0.70 1.11 2.15  -0.25
H: -0.10 -1.30 -2.72  0.21
H: 1.25 -0.29 -2.18  0.19
H: 1.28 -2.03 -1.91  0.22
H: -0.45 -1.93 -0.16  0.22
H: 0.34 1.17 -1.19  0.49
H: -0.97 0.82 3.17  0.19
H: 0.03 1.92 2.17  0.19
H: -1.59 1.44 1.62  0.18

***

Below is a molecular structure, C4H8O2, with properties calculated with ωB97M-V with the def2-TZVPD basis set.

Orbital gap, eV: 10.074
LUMO, Ha: 0.035
Multiplicity: 1
Relative energy (zero: lowest compared OMol25 entry of this formula, charge and spin), kJ/mol: 206.6

Last column: natural (NBO) charge in e.
Atoms and positions in Å:
O: -1.10 0.00 2.26  -0.95
C: -1.47 -0.52 -0.97  -0.55
C: -0.27 -0.04 -0.67  0.34
C: 1.15 -0.53 -0.61  -0.50
C: 1.40 0.85 0.03  -0.06
O: 0.01 1.21 -0.18  -0.51
H: -1.09 0.83 1.76  0.47
H: -1.58 -1.54 -1.34  0.22
H: -2.36 0.10 -0.88  0.22
H: -1.35 -0.64 1.58  0.47
H: 1.33 -1.39 0.03  0.23
H: 1.62 -0.68 -1.59  0.23
H: 2.07 1.53 -0.51  0.18
H: 1.64 0.83 1.09  0.19

***

Below is C4H8O2 in the gas phase, with properties calculated with ωB97M-V with the def2-TZVPD basis set.

Orbital gap, eV: 9.170
LUMO, Ha: 0.036
Multiplicity: 1
Relative energy (zero: lowest compared OMol25 entry of this formula, charge and spin), kJ/mol: 236.8

Last column: natural (NBO) charge in e.
Atoms and positions in Å:
C: -0.65 -1.52 0.62  -0.65
C: -0.15 -0.29 0.48  0.62
O: 0.68 0.04 -0.55  -0.52
C: 0.70 -0.86 -1.68  -0.26
O: -0.43 0.67 1.38  -0.50
C: -0.21 2.04 1.10  -0.25
H: -1.45 -1.69 1.31  0.22
H: -0.16 -2.35 0.14  0.20
H: 0.02 -1.73 -1.69  0.20
H: 0.43 -0.26 -2.54  0.19
H: 1.71 -1.26 -1.76  0.19
H: -0.72 2.61 1.89  0.20
H: 0.86 2.28 1.14  0.18
H: -0.62 2.32 0.14  0.18

***

Below is 2 unconnected molecules or ions with the total composition C4H8O2, with properties calculated with ωB97M-V with the def2-TZVPD basis set.

Orbital gap, eV: 9.746
LUMO, Ha: 0.022
Multiplicity: 1
Relative energy (zero: lowest compared OMol25 entry of this formula, charge and spin), kJ/mol: 378.7

Last column: natural (NBO) charge in e.
Atoms and positions in Å:
O: -0.10 2.08 0.63  -0.64
C: 0.46 0.91 0.97  0.33
C: 1.51 0.16 0.98  -0.34
C: 0.24 -0.39 1.65  -0.45
H: -1.03 2.06 0.90  0.49
H: 2.55 -0.04 0.80  0.24
H: 0.18 -0.43 2.74  0.18
H: -0.32 -1.18 1.14  0.19
C: -0.87 -0.42 -1.79  -0.24
O: 0.13 -1.36 -1.46  -0.73
H: -1.36 -0.01 -0.90  0.15
H: -1.62 -0.95 -2.38  0.18
H: -0.48 0.41 -2.39  0.16
H: 0.81 -0.89 -0.96  0.47

***

Below is 2 unconnected molecules or ions with the total composition C4H8O2, with properties calculated with ωB97M-V with the def2-TZVPD basis set.

Orbital gap, eV: 10.302
LUMO, Ha: 0.007
Multiplicity: 1
Relative energy (zero: lowest compared OMol25 entry of this formula, charge and spin), kJ/mol: 163.7

Last column: natural (NBO) charge in e.
Atoms and positions in Å:
C: -0.85 -0.88 0.24  -0.29
C: 0.23 -0.37 -0.35  -0.17
C: 0.19 0.63 -1.48  -0.65
C: 1.55 -0.85 0.10  0.40
O: 2.60 -0.56 -0.43  -0.52
H: -1.86 -0.60 -0.04  0.20
H: -0.77 -1.59 1.06  0.21
H: 1.13 1.19 -1.54  0.24
H: -0.64 1.34 -1.36  0.21
H: 0.05 0.11 -2.43  0.23
H: 1.52 -1.53 0.98  0.11
O: -1.06 0.93 2.13  -0.92
H: -0.32 0.88 1.52  0.47
H: -1.76 1.31 1.58  0.46

***

Below is a molecular structure, C4H8O2 at a distorted geometry, with properties calculated with ωB97M-V with the def2-TZVPD basis set.

Orbital gap, eV: 10.433
LUMO, Ha: 0.013
Multiplicity: 1
Relative energy (zero: lowest compared OMol25 entry of this formula, charge and spin), kJ/mol: 362.2

Last column: natural (NBO) charge in e.
Atoms and positions in Å:
C: -0.25 1.32 -1.88  -0.62
C: 0.00 0.05 -1.10  -0.07
O: 0.03 0.39 0.27  -0.52
C: 0.20 -0.71 1.06  0.30
O: 1.38 -1.38 1.13  -0.50
C: 0.50 -0.57 2.45  -0.09
H: -1.21 1.77 -1.59  0.21
H: 0.54 2.05 -1.69  0.22
H: -0.28 1.10 -2.96  0.21
H: -0.80 -0.69 -1.29  0.16
H: 0.95 -0.42 -1.39  0.18
H: -0.20 -0.94 3.19  0.19
H: 1.31 -0.09 2.94  0.21
H: -0.64 -1.42 1.03  0.13

***

Below is C4H8O2 in the gas phase at a distorted geometry, with properties calculated with ωB97M-V with the def2-TZVPD basis set.

Orbital gap, eV: 10.302
LUMO, Ha: 0.023
Multiplicity: 1
Relative energy (zero: lowest compared OMol25 entry of this formula, charge and spin), kJ/mol: 363.6

Last column: natural (NBO) charge in e.
Atoms and positions in Å:
C: -0.56 0.69 -1.97  -0.25
O: 0.02 1.28 -0.81  -0.52
C: 0.35 0.47 0.35  0.00
C: -0.50 -0.45 1.70  -0.61
C: 1.34 -0.60 0.06  0.37
O: 1.46 -1.49 0.86  -0.52
H: -0.75 1.47 -2.72  0.20
H: 0.08 -0.07 -2.44  0.17
H: -1.52 0.24 -1.69  0.18
H: 0.71 1.24 1.01  0.22
H: -1.10 0.31 2.17  0.19
H: -1.08 -1.30 1.33  0.21
H: 0.12 -0.90 2.53  0.24
H: 1.95 -0.61 -0.86  0.13

***

Below is C4H8O2 in the gas phase at a distorted geometry, with properties calculated with ωB97M-V with the def2-TZVPD basis set.

Orbital gap, eV: 10.722
LUMO, Ha: 0.031
Multiplicity: 1
Relative energy (zero: lowest compared OMol25 entry of this formula, charge and spin), kJ/mol: 276.5

Last column: natural (NBO) charge in e.
Atoms and positions in Å:
O: -0.41 1.51 -1.20  -0.72
C: -0.16 0.16 -0.96  0.09
C: -1.09 -0.55 0.10  -0.51
C: 0.01 -0.57 1.16  -0.44
C: 1.00 -0.14 0.05  0.08
O: 1.78 0.99 0.27  -0.71
H: -1.12 1.68 -0.57  0.48
H: 0.01 -0.33 -1.94  0.17
H: -0.94 -1.36 -0.59  0.23
H: -2.15 -0.72 0.30  0.23
H: 0.19 -1.55 1.61  0.21
H: -0.02 0.17 1.97  0.21
H: 1.62 -0.99 -0.25  0.17
H: 1.27 1.72 -0.13  0.48

***

Below is 3 unconnected molecules or ions with the total composition C4H8O2, with properties calculated with ωB97M-V with the def2-TZVPD basis set.

Orbital gap (alpha / beta), eV: 8.384 / 8.383
LUMO (alpha / beta), Ha: -0.003 / -0.003
Multiplicity: 1
Relative energy (zero: lowest compared OMol25 entry of this formula, charge and spin), kJ/mol: 474.3

Last column: natural (NBO) charge in e.
Atoms and positions in Å:
C: 0.39 -0.57 2.16  -0.68
C: 0.67 -0.28 0.72  0.16
O: -0.34 -0.37 -0.11  -0.39
C: -0.19 0.06 -1.37  -0.10
C: -1.44 0.25 -2.10  0.35
O: -1.51 0.48 -3.29  -0.54
H: 0.41 -1.64 2.37  0.23
H: -0.59 -0.18 2.44  0.23
H: 1.15 -0.09 2.78  0.23
H: 0.89 1.36 0.10  -0.02
H: 1.66 -0.53 0.32  0.18
H: 0.73 -0.20 -1.89  0.20
H: 0.53 1.47 -0.67  0.05
H: -2.34 0.23 -1.46  0.11

***

Below is C4H8O2 in the gas phase, with properties calculated with ωB97M-V with the def2-TZVPD basis set.

Orbital gap, eV: 10.687
LUMO, Ha: 0.033
Multiplicity: 1
Relative energy (zero: lowest compared OMol25 entry of this formula, charge and spin), kJ/mol: 188.3

Last column: natural (NBO) charge in e.
Atoms and positions in Å:
C: -0.61 0.83 -1.26  -0.64
C: 0.63 0.43 -0.50  0.07
O: 0.89 1.10 0.76  -0.53
C: 0.47 -0.05 1.51  -0.09
C: 0.39 -0.91 0.25  0.06
O: -0.79 -1.63 0.03  -0.70
H: -1.48 0.91 -0.60  0.20
H: -0.52 1.76 -1.83  0.22
H: -0.81 0.01 -1.96  0.23
H: 1.53 0.53 -1.12  0.18
H: -0.51 0.14 1.97  0.16
H: 1.18 -0.36 2.29  0.19
H: 1.19 -1.63 0.11  0.19
H: -1.55 -1.12 0.36  0.47

***

Below is C4H8O2 in the gas phase, with properties calculated with ωB97M-V with the def2-TZVPD basis set.

Orbital gap, eV: 10.787
LUMO, Ha: 0.037
Multiplicity: 1
Relative energy (zero: lowest compared OMol25 entry of this formula, charge and spin), kJ/mol: 114.9

Last column: natural (NBO) charge in e.
Atoms and positions in Å:
O: 1.03 -0.81 -1.62  -0.71
C: 0.51 0.24 -0.84  0.07
C: -1.00 0.06 -0.51  -0.47
C: -1.02 -0.09 1.02  -0.08
O: 0.29 -0.50 1.37  -0.52
C: 1.14 0.29 0.56  -0.11
H: 0.97 -1.62 -1.09  0.46
H: 0.70 1.15 -1.42  0.19
H: -1.35 -0.85 -1.02  0.22
H: -1.61 0.89 -0.86  0.22
H: -1.73 -0.83 1.39  0.20
H: -1.24 0.88 1.50  0.16
H: 1.17 1.33 0.94  0.17
H: 2.14 -0.13 0.58  0.20

***

Below is C4H8O2S in the gas phase at a distorted geometry, with properties calculated with ωB97M-V with the def2-TZVPD basis set.

Orbital gap, eV: 9.506
LUMO, Ha: 0.020
Multiplicity: 1
Relative energy (zero: lowest compared OMol25 entry of this formula, charge and spin), kJ/mol: 199.6

Last column: natural (NBO) charge in e.
Atoms and positions in Å:
O: -2.58 0.56 1.50  -0.54
C: -1.56 0.12 1.03  0.81
O: -0.48 -0.57 2.01  -0.78
C: -1.30 -0.26 -0.41  -0.51
C: 0.17 0.43 -0.65  -0.39
C: 1.40 -0.37 -0.32  -0.51
S: 2.36 -0.21 -1.87  -0.06
H: -0.94 -0.36 2.81  0.48
H: -2.06 0.26 -0.98  0.23
H: -1.39 -1.33 -0.52  0.25
H: 0.02 0.75 -1.73  0.23
H: 0.20 1.25 -0.05  0.20
H: 1.21 -1.35 -0.06  0.22
H: 1.90 0.20 0.53  0.23
H: 3.07 0.87 -1.29  0.14

***

Below is C4H8O2S in the gas phase at a distorted geometry, with properties calculated with ωB97M-V with the def2-TZVPD basis set.

Orbital gap (alpha / beta), eV: 8.364 / 8.200
LUMO (alpha / beta), Ha: -0.016 / -0.020
Multiplicity: 1
Relative energy (zero: lowest compared OMol25 entry of this formula, charge and spin), kJ/mol: 316.0

Last column: natural (NBO) charge in e.
Atoms and positions in Å:
C: 1.19 0.34 -0.29  -0.41
C: -0.77 0.47 1.27  -0.63
C: -1.06 -0.17 -1.12  -0.65
C: -0.21 -0.28 0.02  0.17
O: 3.68 0.78 0.02  -0.90
O: 0.08 -1.57 0.39  -0.71
S: 2.61 -0.05 0.68  1.08
H: 1.32 0.98 -1.19  0.23
H: -0.08 1.25 1.43  0.22
H: -0.79 -0.24 2.11  0.24
H: -1.79 0.86 1.01  0.20
H: -2.08 -0.48 -0.80  0.23
H: -1.03 0.93 -1.36  0.23
H: -0.57 -0.78 -1.95  0.22
H: -0.50 -2.05 -0.22  0.47

***

Below is a gas-phase ion, C4H8O2S (charge +1) at a distorted geometry, with properties calculated with ωB97M-V with the def2-TZVPD basis set.

Orbital gap (alpha / beta), eV: 9.716 / 4.650
Net charge: +1
LUMO (alpha / beta), Ha: -0.159 / -0.343
Multiplicity: 2
Relative energy (zero: lowest compared OMol25 entry of this formula, charge and spin), kJ/mol: 0.0

Last column: natural (NBO) charge in e.
Atoms and positions in Å:
O: -1.75 -1.22 -2.12  -0.54
C: -1.63 -0.36 -1.30  0.79
O: -2.63 0.06 -0.50  -0.68
C: -0.34 0.35 -0.94  -0.52
C: 0.12 -0.05 0.44  -0.37
C: 1.64 0.33 0.66  -0.60
S: 2.34 -0.83 1.81  0.72
H: -3.38 -0.54 -0.67  0.51
H: 0.35 0.19 -1.75  0.25
H: -0.58 1.41 -0.95  0.25
H: 0.07 -1.15 0.49  0.22
H: -0.47 0.26 1.30  0.25
H: 2.13 0.20 -0.31  0.29
H: 1.79 1.35 0.99  0.27
H: 2.33 0.00 2.88  0.16

***

Below is C4H8O2S2 in the gas phase at a distorted geometry, with properties calculated with ωB97M-V with the def2-TZVPD basis set.

Orbital gap, eV: 9.225
LUMO, Ha: 0.021
Multiplicity: 1
Relative energy (zero: lowest compared OMol25 entry of this formula, charge and spin), kJ/mol: 116.8

Last column: natural (NBO) charge in e.
Atoms and positions in Å:
C: 0.74 2.40 2.54  -0.73
S: -0.50 1.23 1.78  0.07
S: 0.53 -0.21 0.91  0.13
C: 0.83 0.58 -0.77  -0.54
C: -0.11 0.00 -1.88  -0.53
C: -0.52 -1.46 -1.84  0.78
O: -1.03 -1.93 -0.83  -0.59
O: -0.22 -2.18 -2.90  -0.69
H: 0.23 3.35 2.41  0.22
H: 0.90 2.19 3.55  0.21
H: 1.76 2.43 2.02  0.22
H: 1.94 0.49 -1.01  0.22
H: 0.88 1.71 -0.76  0.24
H: 0.42 0.21 -2.83  0.23
H: -1.11 0.49 -1.89  0.25
H: -0.87 -2.95 -3.10  0.51

***

Below is a gas-phase ion, C4H8O2S2 (charge +1) at a distorted geometry, with properties calculated with ωB97M-V with the def2-TZVPD basis set.

Orbital gap (alpha / beta), eV: 9.805 / 5.632
Net charge: +1
LUMO (alpha / beta), Ha: -0.153 / -0.307
Multiplicity: 2
Relative energy (zero: lowest compared OMol25 entry of this formula, charge and spin), kJ/mol: 0.0

Last column: natural (NBO) charge in e.
Atoms and positions in Å:
C: 0.93 -0.86 -0.77  -0.55
C: 1.60 0.09 -1.73  0.77
O: 1.16 0.15 -2.99  -0.68
O: 2.57 0.70 -1.38  -0.56
C: -0.57 -0.89 -0.95  -0.51
S: -1.58 0.03 0.30  0.44
S: -0.43 0.56 1.84  0.41
C: -1.00 -0.47 3.22  -0.77
H: 1.38 -1.85 -0.90  0.28
H: 1.30 -0.62 0.22  0.26
H: 1.73 0.75 -3.50  0.52
H: -0.95 -0.48 -1.89  0.28
H: -1.05 -1.88 -0.88  0.27
H: -0.20 -0.58 3.95  0.28
H: -1.98 -0.23 3.59  0.27
H: -1.08 -1.49 2.83  0.26